Record 1
{"formula": "C5H15N2", "method": "the ωB97M-V functional and the def2-TZVPD basis", "symbols": ["C", "N", "C", "N", "H", "H", "H", "H", "H", "H", "H", "H", "H", "C", "C", "C", "H", "H", "H", "H", "H", "H"], "positions_angstrom": [[-0.58, 1.19, 1.33], [0.79, 0.85, 1.07], [-1.44, -0.04, 1.09], [-2.88, 0.30, 1.44], [-0.99, 2.02, 0.72], [-0.67, 1.49, 2.37], [0.97, 0.68, 0.08], [1.42, 1.60, 1.35], [-1.13, -0.87, 1.71], [-1.45, -0.36, 0.05], [-3.54, -0.41, 1.12], [-3.01, 0.44, 2.44], [-3.13, 1.17, 0.97], [1.81, -1.72, -0.92], [1.33, -1.01, -2.14], [1.58, 0.26, -2.43], [2.52, -2.49, -1.23], [2.30, -1.08, -0.19], [1.00, -2.26, -0.42], [0.79, -1.60, -2.87], [1.27, 0.74, -3.35], [2.19, 0.85, -1.75]], "charge": 1, "e_homo_ev": -12.5}

---

Record 2
{"formula": "C25H34N2P", "method": "the ωB97M-V functional and the def2-TZVPD basis", "symbols": ["C", "C", "C", "C", "C", "C", "C", "C", "C", "C", "C", "H", "H", "H", "H", "H", "H", "H", "H", "H", "H", "H", "C", "C", "C", "C", "N", "P", "H", "N", "C", "C", "C", "C", "C", "C", "C", "C", "C", "C", "H", "H", "H", "H", "H", "H", "H", "H", "H", "H", "H", "H", "H", "H", "H", "H", "H", "H", "H", "H", "H", "H"], "positions_angstrom": [[2.52, 0.43, 2.44], [2.90, 1.94, 2.52], [1.58, 2.63, 2.76], [0.56, 1.75, 2.87], [0.98, 0.40, 2.32], [0.20, -0.85, 2.65], [-1.16, -0.76, 2.95], [-1.94, -1.92, 2.94], [-1.34, -3.17, 2.69], [0.04, -3.26, 2.44], [0.81, -2.09, 2.45], [3.00, -0.07, 1.59], [2.81, -0.08, 3.37], [3.60, 2.06, 3.34], [3.39, 2.28, 1.60], [1.53, 3.72, 2.87], [-0.46, 1.88, 3.25], [-1.59, 0.22, 3.19], [-3.02, -1.84, 3.09], [-1.95, -4.08, 2.71], [0.49, -4.22, 2.20], [1.90, -2.14, 2.31], [-1.54, -2.20, -1.42], [-0.97, -1.26, -2.49], [0.48, -1.68, -2.73], [-1.78, -1.41, -3.77], [-0.95, 0.16, -2.10], [0.24, 1.19, -2.70], [0.84, 0.48, 1.24], [-0.40, 2.46, -1.79], [0.24, 3.78, -1.83], [-0.35, 4.57, -2.99], [1.74, 3.55, -2.06], [0.11, 4.61, -0.56], [-1.79, 2.26, -1.60], [-2.12, 0.91, -1.78], [-3.45, 0.50, -1.82], [-4.46, 1.47, -1.72], [-4.14, 2.82, -1.54], [-2.79, 3.22, -1.45], [-2.57, -1.99, -1.15], [-1.50, -3.21, -1.87], [-0.93, -2.21, -0.51], [0.98, -1.03, -3.47], [1.05, -1.65, -1.79], [0.48, -2.70, -3.12], [-1.45, -0.68, -4.52], [-1.61, -2.42, -4.15], [-2.85, -1.28, -3.59], [-1.37, 4.90, -2.77], [0.27, 5.46, -3.15], [-0.35, 3.96, -3.90], [2.19, 3.04, -1.20], [1.92, 2.95, -2.96], [2.22, 4.53, -2.20], [0.62, 4.15, 0.30], [0.62, 5.56, -0.77], [-0.92, 4.84, -0.28], [-3.70, -0.55, -1.93], [-5.50, 1.16, -1.79], [-4.93, 3.57, -1.47], [-2.54, 4.26, -1.27]], "charge": 1, "e_homo_ev": -10.9}

---

Record 3
{"formula": "C11H30BCeF7N4O5PS", "method": "the ωB97M-V functional and the def2-TZVPD basis", "symbols": ["Ce", "N", "C", "C", "N", "C", "C", "N", "H", "H", "H", "H", "H", "H", "H", "H", "H", "H", "H", "H", "H", "F", "C", "F", "F", "S", "O", "O", "O", "F", "B", "F", "F", "F", "C", "H", "H", "H", "C", "P", "C", "C", "H", "H", "H", "H", "H", "H", "H", "H", "H", "N", "C", "C", "O", "O", "H", "H", "H", "H", "H"], "positions_angstrom": [[-0.21, 0.98, 1.55], [0.65, 3.37, 0.50], [0.86, 3.60, -0.94], [0.98, 2.28, -1.68], [-0.06, 1.33, -1.28], [-1.37, 1.49, -1.92], [-2.33, 2.37, -1.14], [-2.46, 1.91, 0.25], [0.29, 4.20, 0.96], [1.54, 3.18, 0.95], [1.76, 4.20, -1.14], [0.02, 4.18, -1.33], [1.94, 1.83, -1.46], [0.95, 2.48, -2.76], [0.25, 0.38, -1.49], [-1.80, 0.49, -2.02], [-1.25, 1.89, -2.94], [-3.30, 2.38, -1.66], [-1.97, 3.40, -1.12], [-2.99, 1.04, 0.28], [-2.98, 2.56, 0.82], [3.82, -0.48, 1.23], [2.56, -0.36, 1.59], [1.96, 0.41, 0.52], [1.99, -1.57, 1.41], [2.40, 0.75, 3.36], [3.79, 1.19, 3.38], [0.22, -0.56, 3.14], [1.48, 1.85, 2.69], [-2.30, 0.47, 2.68], [-2.51, 1.73, 3.39], [-2.36, 1.56, 4.73], [-3.73, 2.26, 3.00], [-1.43, 2.58, 2.86], [-0.10, -0.78, 4.49], [-1.18, -0.92, 4.62], [0.41, -1.66, 4.89], [0.19, 0.07, 5.13], [0.29, -3.28, -3.79], [0.42, -1.58, -3.12], [2.17, -1.62, -2.55], [0.64, -0.66, -4.69], [1.15, -3.53, -4.41], [-0.62, -3.37, -4.39], [0.22, -4.00, -2.97], [2.85, -1.90, -3.36], [2.28, -2.33, -1.73], [2.47, -0.64, -2.17], [1.41, -1.11, -5.33], [0.92, 0.37, -4.48], [-0.30, -0.64, -5.24], [-0.62, -4.30, 1.74], [-1.06, -2.91, 1.78], [-0.77, -2.20, 0.47], [-0.18, -2.95, -0.43], [-1.01, -1.02, 0.29], [0.13, -4.47, 2.39], [-0.09, -3.83, 0.03], [-1.36, -4.96, 1.93], [-0.55, -2.32, 2.55], [-2.13, -2.81, 1.96]], "s2": 0.751, "multiplicity": 2, "charge": 0, "e_homo_ev": [-7.9, -8.7]}

---

Record 4
{"formula": "C5H7NO", "method": "the ωB97M-V functional and the def2-TZVPD basis", "symbols": ["C", "C", "C", "O", "C", "C", "N", "H", "H", "H", "H", "H", "H", "H"], "positions_angstrom": [[0.62, 1.66, -0.27], [0.03, 0.27, -0.28], [-0.86, -0.03, -1.25], [-1.21, -1.33, -1.36], [-0.76, -2.10, -0.40], [0.44, -0.80, 0.54], [0.59, -0.47, 1.88], [-0.12, 2.39, -0.62], [1.46, 1.69, -0.98], [1.00, 1.98, 0.70], [-1.35, 0.63, -1.94], [-0.98, -3.12, -0.86], [1.31, -0.78, 2.52], [-0.18, 0.01, 2.34]], "charge": 0, "e_homo_ev": [-7.4, -7.4]}

---

For each record above, in turn, the calculated strongest force on any atom values are 0.45; 2.95; 2.64; 1.99 eV/A.
For each record above, in turn, the calculated relative energy (zero: lowest compared OMol25 entry of this formula, charge and spin) values are 150.7; 0.0; 0.0; 494.3 kJ/mol.
For each record above, in turn, the calculated total energy values are -8401.11477; -38739.52677; -80854.21441; -8831.08012 eV.